This record from OMol25 describes an isolated molecule of C5H8O2 in a non-equilibrium geometry. The level of theory is the ωB97M-V functional and the def2-TZVPD basis.

Structure (XYZ):
```
15
C5H8O2 (the ωB97M-V functional and the def2-TZVPD basis)
C -0.69 -1.20 -2.03
C -0.34 -0.53 -1.09
C 0.21 0.19 0.07
C 0.30 1.71 -0.12
O 1.59 -0.21 0.29
C -0.50 -0.24 1.36
O -0.37 -1.62 1.58
H -0.99 -1.80 -2.86
H -0.11 2.31 0.71
H -0.06 2.11 -1.07
H 1.39 1.71 -0.07
H 2.04 -0.42 -0.55
H -1.56 0.07 1.38
H 0.01 0.26 2.19
H -0.75 -2.06 0.80
```

Computed properties:
Energy above the lowest of the compared OMol25 structures with the same formula, charge and spin   275.5 kJ/mol
Multiplicity   1
Electronic energy   -9406.977 eV
Frontier orbital gap   11.097 eV
LUMO   0.834 eV
Largest force on an atom   1.4 eV/A